A 2-piece molecular cluster, C5H12N2O2 overall. Source: the OMol25 dataset; level of theory: ωB97M-V/def2-TZVPD.

ORCA input file:
```
! RIJCOSX wB97M-V def2-TZVPD def2/J DEFGRID3
* xyz 0 1
C 0.31743 -1.33932 -0.65796
C 1.61223 1.85774 -0.56416
N 1.41441 -1.92512 0.07649
N 1.66296 1.41028 0.61026
H 2.56459 1.47916 1.07822
H 0.35712 0.46229 1.21066
H 1.08395 -2.75408 0.56718
H 1.74347 -1.27712 0.78497
H 0.70219 -0.53857 -1.29637
H -0.14204 -2.09885 -1.29043
H 2.43519 2.35145 -1.08079
H 0.66675 1.81918 -1.08806
C -0.86893 -0.77905 0.28649
C -1.70413 0.17459 -0.53577
C -1.91543 1.44153 -0.22813
O -1.67303 -1.87536 0.65881
O -0.35549 -0.22452 1.44657
H -1.72716 -1.86050 1.61167
H -2.15565 -0.28862 -1.40091
H -2.52251 2.07981 -0.84932
H -1.49594 1.88508 0.66059
*
```

Calculated values
HOMO energy in eV: -8.721
Gap between HOMO and LUMO in eV: 9.4
M in g/mol: 132.163
SMILES: C=CC(O)(O)CN.C=N
Maximum force in eV/Å: 1.6